(1)
42
Properties=species:S:1:pos:R:3:forces:R:3 method="wB97M-V/def2-TZVPD" homo_lumo_gap_ev=6.4 homo_energy_ev=-12.20 smiles="C#CCOC(=O)c1cc(Cl)n(CSCC)c(=[N+](C(C)=O)C(C)=O)c1" charge=+1
C -1.520366 4.448435 -3.025427 5.6 -5.6 -6.1
C -0.758788 3.748097 -4.009254 -4.6 3.8 7.7
C 0.314713 2.697368 -4.744820 -2.5 0.7 0.1
O 1.674547 2.986154 -4.263057 0.0 -3.5 1.7
C 2.232868 1.884504 -3.463243 5.2 -2.2 -2.4
O 3.412076 1.312819 -3.831037 -8.5 4.0 3.0
C 1.392844 1.377704 -2.136320 -2.6 -1.6 3.5
C 0.569248 2.421585 -1.173720 0.2 -4.0 0.3
C -0.280531 1.826758 0.102790 2.3 -0.5 -2.9
Cl -1.233012 3.110074 1.110013 1.9 -2.9 -2.0
N -0.320810 0.320770 0.434394 1.2 1.4 -2.0
C -1.199901 -0.044952 1.636380 -2.6 -1.0 0.5
S -0.416421 0.427794 3.287467 0.1 0.2 0.2
C -1.756902 0.563709 4.633214 -2.0 -0.5 0.4
C -3.099253 1.390784 4.113562 -0.1 -0.7 0.3
C 0.432278 -0.731644 -0.406188 1.1 2.6 -1.9
N 0.301318 -2.187882 -0.018975 2.2 2.1 -0.2
C 1.074847 -2.538859 1.232967 5.8 0.7 4.4
C 0.414551 -3.621302 2.322393 0.4 -0.6 -0.8
O 2.294265 -2.084954 1.544210 -7.8 -2.1 -2.8
C 0.777114 -3.132412 -1.100565 -4.1 -3.3 -6.2
C 2.318933 -3.627997 -1.355508 0.6 -0.3 0.0
O -0.165726 -3.593007 -1.964833 6.0 3.4 5.9
C 1.317559 -0.234688 -1.718824 -1.5 3.1 1.5
H -2.111260 4.846243 -2.067424 1.5 -0.9 -3.0
H -0.054606 1.590994 -4.515221 0.9 2.4 -0.3
H 0.230376 2.846329 -5.910764 0.6 -0.1 2.5
H 0.623467 3.563846 -1.455021 -0.4 -2.5 0.9
H -2.258985 0.494698 1.531184 2.5 -1.0 0.0
H -1.447056 -1.199511 1.694264 0.8 2.4 -0.8
H -2.103319 -0.532407 4.931073 0.8 2.3 -0.7
H -1.304250 1.025165 5.629980 -0.5 -0.8 -2.6
H -3.761820 1.714871 5.052192 1.6 -0.6 -2.2
H -3.737319 0.626379 3.485051 1.1 1.6 1.2
H -2.842736 2.310549 3.431987 -0.4 -1.8 1.6
H 1.285682 -4.152613 2.930190 -1.7 1.6 -1.5
H -0.142693 -4.499112 1.748506 0.9 2.1 1.2
H -0.284845 -3.082160 3.097650 1.3 -0.9 -1.8
H 2.962972 -2.814332 -1.936000 -1.6 -1.5 1.4
H 2.327455 -4.600294 -2.036468 -0.5 2.3 1.5
H 2.923113 -3.895706 -0.387498 -1.4 0.8 -1.7
H 1.920376 -0.961794 -2.429299 -1.6 1.4 1.9

(2)
45
Properties=species:S:1:pos:R:3:forces:R:3 method="wB97M-V/def2-TZVPD" s2=0.787 multiplicity=2 homo_lumo_gap_ev="5.1 / 5.1" homo_energy_ev="-8.90 / -8.92" charge=+1
Co 1.259309 0.968942 -0.372147 -0.2 -0.1 -0.1
C -4.622024 0.739124 1.241737 0.0 0.0 0.0
S -3.284483 1.868180 0.858985 0.0 0.0 0.0
C -1.757986 1.098052 0.786722 0.0 -0.1 -0.1
S -0.499154 2.185390 0.743179 0.1 0.0 0.0
N -0.181014 -0.386761 2.726857 0.1 0.1 -0.2
N 1.011210 -0.461887 0.860494 0.1 0.4 -0.1
C 2.087282 -0.808658 1.479434 -0.1 -0.1 0.0
C 3.329614 -0.430104 0.818555 0.0 -0.1 0.1
C 4.579707 -0.854339 1.242874 0.0 0.0 0.0
C 5.693606 -0.468520 0.516863 0.0 0.0 0.0
C 5.531002 0.331159 -0.605423 0.0 0.0 0.0
C 4.254812 0.732077 -0.955965 0.0 0.0 0.0
N 3.177729 0.363089 -0.262719 -0.1 0.1 0.0
H -4.498083 0.324056 2.239329 0.0 0.0 0.0
H -4.728213 -0.058884 0.514197 0.0 0.0 0.0
H -5.495121 1.391352 1.216035 0.0 0.0 0.0
H 2.051109 -1.367226 2.404758 0.0 0.0 0.0
H 4.664649 -1.475190 2.123624 0.0 0.0 0.0
H 6.679731 -0.789399 0.824099 0.0 0.0 0.0
H 6.376321 0.649296 -1.197521 0.0 0.0 0.0
H 4.072767 1.370737 -1.809802 0.0 0.0 0.0
C -2.414628 -0.574646 -1.931167 0.0 0.0 0.0
C -1.245151 -0.336587 -1.020268 0.0 0.0 0.0
N -0.153216 0.132670 -1.495730 0.1 0.0 0.1
N -0.071950 0.409582 -2.848181 0.0 0.0 0.0
C 0.680977 1.455127 -3.234005 0.0 0.0 0.0
N 0.725792 1.727891 -4.539458 -0.1 0.0 0.0
S 1.520314 2.414760 -2.120183 0.0 0.0 0.1
C -1.442810 -0.395250 0.505772 -0.1 0.2 -0.2
C -2.456313 -1.449340 0.770478 0.0 0.0 0.1
C -2.920312 -1.727466 2.016439 0.0 0.1 0.0
C -2.523414 -1.097996 3.206028 0.1 -0.1 0.0
C -1.263956 -0.538526 3.439985 -0.1 0.0 0.2
N -0.195069 -0.727461 1.368460 0.1 -0.4 0.3
H -2.206234 -1.371087 -2.651079 0.0 0.0 0.0
H -2.606131 0.348895 -2.484220 0.0 0.0 0.0
H -3.313638 -0.837335 -1.389453 0.0 0.0 0.0
H -0.555324 -0.179814 -3.509829 0.0 0.0 0.0
H 0.129560 1.271059 -5.209572 0.0 0.0 0.0
H 1.252216 2.527000 -4.849706 0.0 0.0 0.0
H -2.694537 -2.121978 -0.038698 0.0 0.0 0.0
H -3.705787 -2.474506 2.089689 0.0 0.0 0.0
H -3.151823 -1.201976 4.080641 0.0 0.0 0.0
H -1.091337 -0.173499 4.449892 0.0 0.0 0.0

(3)
46
Properties=species:S:1:pos:R:3:forces:R:3 method="wB97M-V/def2-TZVPD" s2=0.756 multiplicity=2 homo_lumo_gap_ev="6.3 / 5.5" homo_energy_ev="-11.77 / -11.76" charge=+1
Ir -0.072956 1.476132 -0.120098 0.3 0.3 0.2
O -0.598479 5.883638 -0.289033 -0.1 -0.1 0.0
C -0.786742 4.619820 -0.596817 0.0 0.2 -0.1
O -0.557779 3.709789 0.174814 0.0 -0.3 0.0
C -1.332657 4.481178 -1.999730 0.0 -0.1 0.0
O -1.587051 3.115023 -2.244964 0.0 0.0 0.0
C -1.104876 2.529325 -3.345152 -0.2 0.1 0.1
C 0.641664 2.090458 -3.077566 0.4 -0.1 -0.2
O 1.130605 2.071600 -4.161558 -0.1 0.0 0.1
O 0.947150 1.943123 -1.898380 -0.1 0.2 -0.1
H -0.250293 5.955004 0.615677 0.0 0.0 0.0
H -0.637223 4.930805 -2.712762 0.0 0.0 0.0
H -2.277764 5.027115 -2.046737 0.0 0.0 0.0
H -1.041732 3.142929 -4.239486 0.0 0.0 0.0
H -1.516534 1.529547 -3.460520 0.0 0.0 0.0
O -3.571950 -0.382145 -0.442887 -0.1 0.0 0.2
C -2.522404 0.098696 -0.125423 0.2 -0.2 -0.3
O -1.796277 0.871318 -0.926841 0.1 0.0 0.2
C -1.831902 -0.179960 1.205834 0.1 0.3 0.1
C -1.883556 -1.382203 1.896382 0.0 0.1 -0.1
C -1.028729 -1.572712 2.968682 0.0 -0.1 0.1
C -0.024532 -0.647630 3.333088 0.0 0.1 -0.1
C 0.001435 0.519546 2.642086 0.1 0.1 -0.1
C -0.939137 0.833183 1.639072 -0.9 -0.1 0.4
N 1.138760 1.457301 2.725494 0.0 -0.3 0.1
O 1.797600 1.491601 3.721311 0.0 0.1 0.0
O 1.376297 2.125775 1.704196 0.0 -0.1 -0.3
H -2.554127 -2.162553 1.562244 0.0 0.0 0.0
H -1.062421 -2.511990 3.506320 0.0 0.0 0.0
H 0.726296 -0.889327 4.072140 0.0 0.0 0.0
H -1.363288 1.854338 1.657910 0.1 0.0 0.0
C 0.043654 -4.221800 0.616370 0.0 0.0 0.0
Si 1.459812 -3.259952 -0.138721 0.1 0.0 -0.1
C 2.978819 -3.377294 0.937229 0.0 0.0 0.0
C 1.817818 -3.854797 -1.865682 0.0 -0.1 0.0
C 0.928036 -1.491966 -0.204445 -0.1 0.0 0.0
C 0.540013 -0.340206 -0.227217 0.4 -0.2 0.0
H 0.307044 -5.275561 0.726662 0.0 0.0 0.0
H -0.848329 -4.164348 -0.010355 0.0 0.0 0.0
H -0.213613 -3.840696 1.607585 0.0 -0.1 0.0
H 3.293587 -4.418865 1.030715 0.0 0.0 0.0
H 2.784014 -2.995037 1.941368 0.0 0.0 0.0
H 3.814082 -2.812978 0.520320 0.0 0.0 0.0
H 2.167897 -4.889141 -1.828306 0.0 0.0 0.0
H 2.588652 -3.259451 -2.356092 0.0 0.0 0.0
H 0.921135 -3.826629 -2.486742 0.0 0.0 0.0

(4)
39
Properties=species:S:1:pos:R:3:forces:R:3 method="wB97M-V/def2-TZVPD" homo_lumo_gap_ev=8.7 homo_energy_ev=-8.44
C -3.488874 0.424647 2.289320 0.2 1.2 0.0
C -2.529456 1.175219 1.215206 -0.3 2.4 2.0
O -1.650391 2.039719 1.548497 -2.8 -3.4 -1.1
N -2.910162 0.971179 -0.129668 -0.6 -1.7 2.9
C -3.803142 -0.198078 -0.792862 -4.2 6.3 6.6
H -4.684937 -0.349351 0.105535 1.9 0.6 -2.8
C -3.080922 -1.408346 -0.798943 2.7 4.5 -14.2
N -1.628280 -0.866761 -1.261664 0.4 -3.1 3.2
C -0.741729 -1.388196 -0.375938 1.0 -0.9 2.5
O -0.937372 -2.429395 0.399887 0.3 4.0 -3.3
C 0.608194 -0.646974 -0.203038 -2.1 -4.0 -0.7
C 1.692338 -1.361763 0.158438 1.8 -5.8 4.0
C 2.857162 -0.657926 0.066118 0.2 7.8 0.6
C 4.213399 -0.370143 0.535161 -3.5 -5.8 -1.3
C 4.882038 0.692843 0.161746 3.1 1.0 3.6
C 4.199683 1.817688 -0.099332 3.7 3.9 -3.4
C 2.965130 1.695466 -0.497547 -4.8 7.2 -1.3
C 2.188668 0.627452 -0.260324 8.3 -1.6 -0.6
O 1.025318 0.558969 -0.654985 -6.5 0.0 -0.7
H 2.411947 2.782175 -0.825749 1.3 -3.2 0.7
H 4.807996 2.741285 -0.460767 -1.3 -1.4 1.2
H 5.826058 0.846756 0.684906 0.5 -0.4 -0.8
H 4.667485 -1.222555 0.954904 1.0 -0.8 0.7
C 1.902531 -2.797156 0.928133 -0.8 -0.4 -10.7
H 1.019566 -3.209769 0.466660 -0.7 -1.4 2.3
H 2.395808 -2.807546 1.776909 1.2 0.1 4.6
H 2.724370 -3.552206 0.154414 -1.9 2.6 2.0
C -1.455033 0.482691 -1.950808 -2.3 -5.0 0.7
H -2.180173 0.143190 -2.707282 0.7 1.6 -1.0
C -1.990081 1.468026 -1.014572 -0.3 5.2 -4.5
H -1.204527 2.101444 -0.584751 -0.5 -0.5 0.3
H -2.544136 2.219598 -1.857682 1.1 -1.1 2.3
H -0.433524 0.534602 -2.205938 0.7 0.4 -0.9
H -3.380813 -1.891243 -1.899388 0.3 0.3 2.9
H -3.051626 -2.072126 -0.145559 0.4 -5.3 6.2
H -4.239298 0.583018 -1.516279 0.5 -2.7 -0.2
H -3.350230 -0.639197 1.924694 -0.2 0.8 1.5
H -3.245207 0.744811 3.472264 -0.4 -1.3 -3.6
H -4.612879 0.692438 2.081640 2.2 -0.3 0.3

Number 1: maximum force 10.0 eV/A. Number 2: maximum force 0.5 eV/A. Number 3: maximum force 0.9 eV/A. Number 4: maximum force 15.1 eV/A.